1.
ORCA calculation (wB97M-V/def2-TZVPD) on C26H22BiCl2N7O11 as an isolated structure.

XYZ file:
```
69
C26H22BiCl2N7O11 | the OMol25 dataset | wB97M-V/def2-TZVPD
Bi 0.07320 0.43532 0.80243
O -2.66663 3.69831 1.96873
C -1.81630 3.09228 1.32287
O -1.68279 1.80394 1.33208
C -0.99290 3.91641 0.31117
C -1.23858 3.34580 -1.09702
C -0.85999 4.38463 -2.16893
C 0.69100 4.28888 -2.15256
C 0.90538 3.27250 -1.02551
O -0.19518 2.37053 -1.22991
C 0.57778 3.92834 0.33173
C 1.30880 3.27208 1.50805
O 1.76236 3.99572 2.37719
O 1.49825 1.97972 1.46509
H -1.37697 4.92717 0.40088
H -2.20964 2.87881 -1.22189
H -1.26856 4.10156 -3.13970
H -1.23253 5.37690 -1.91102
H 1.07518 3.88281 -3.08850
H 1.18383 5.24050 -1.95250
H 1.84672 2.73337 -1.05720
H 0.92037 4.95923 0.34642
O 3.93626 -4.14599 5.01549
C 4.01471 -4.16323 3.77104
O 4.63771 -4.92891 3.00483
C 3.19419 -3.06229 3.05004
C 3.26372 -2.91252 1.67261
C 2.48908 -1.95442 1.04392
N 1.64273 -1.17767 1.73393
C 1.56990 -1.30547 3.06529
C 2.33890 -2.22230 3.75623
C 0.53494 -0.43531 3.75267
O 0.37316 -0.53546 4.95634
O -0.16987 0.33327 2.97612
H 3.92175 -3.56023 1.11003
H 2.52842 -1.77864 -0.02452
H 2.27262 -2.29991 4.83136
N -3.90690 -1.71607 1.65999
C -3.28709 -2.29768 2.74710
C -1.95868 -2.08160 2.56709
N -1.75423 -1.38174 1.40257
C -2.93764 -1.17094 0.87910
C -3.17873 -0.52911 -0.40598
N -2.25272 0.00478 -1.15159
C -2.87271 0.42528 -2.29707
C -4.20581 0.14268 -2.23986
N -4.39553 -0.47149 -1.02102
H -4.89815 -1.63464 1.53719
H -3.83947 -2.78937 3.52888
H -1.13877 -2.38578 3.19857
H -2.31143 0.89942 -3.08836
H -5.01605 0.31599 -2.92723
H -5.27221 -0.81382 -0.67740
Cl 4.86203 -0.63588 -1.55854
C 3.94773 0.44338 -2.63286
Cl 4.14406 2.14224 -2.10643
C 2.43418 0.07758 -2.72484
O 1.95247 0.26790 -3.84557
O 1.90166 -0.36984 -1.67486
H 4.38848 0.37899 -3.61616
N 0.16886 -2.34991 -2.14678
C 0.35715 -3.32486 -3.05194
C -0.59840 -4.28837 -2.80993
C -1.32013 -3.78360 -1.70850
N -0.84720 -2.60802 -1.31365
H 0.74692 -1.49813 -2.04285
H 1.14029 -3.25926 -3.79072
H -0.74229 -5.21883 -3.33408
H -2.16071 -4.22507 -1.19161
```

Values from the calculation:
Calculated total energy = -91163.07345 eV
Maximum force = 0.45 eV/Å
E_LUMO = 3.40 eV
Net charge = -2
Orbital gap = 6.7373 eV

The computed Löwdin charges, all in e, follow: number 1, Bi, carries 1.9986; number 2, O, carries 0.0251; number 3, C, carries -0.5907; number 4, O, carries -0.2037; number 5, C, carries -0.0984; number 6, C, carries -0.2701; number 7, C, carries -0.0933; number 8, C, carries -0.0962; number 9, C, carries -0.2807; number 10, O, carries -0.1636; number 11, C, carries -0.1007; number 12, C, carries -0.5840; number 13, O, carries 0.0594; number 14, O, carries -0.2171; number 15, H, carries 0.1388; number 16, H, carries 0.1414; number 17, H, carries 0.1040; number 18, H, carries 0.1080; number 19, H, carries 0.1104; number 20, H, carries 0.1100; number 21, H, carries 0.0902; number 22, H, carries 0.1418; number 23, O, carries -0.0585; number 24, C, carries -0.6955; number 25, O, carries -0.0685; number 26, C, carries -0.0913; number 27, C, carries 0.0060; number 28, C, carries -0.1074; number 29, N, carries -0.0304; number 30, C, carries -0.1921; number 31, C, carries 0.0611; number 32, C, carries -0.6002; number 33, O, carries 0.0564; number 34, O, carries -0.2054; number 35, H, carries 0.1107; number 36, H, carries 0.0685; number 37, H, carries 0.1230; number 38, N, carries 0.1031; number 39, C, carries -0.0719; number 40, C, carries -0.0922; number 41, N, carries 0.0377; number 42, C, carries -0.2820; number 43, C, carries -0.2915; number 44, N, carries 0.0905; number 45, C, carries -0.1266; number 46, C, carries -0.0945; number 47, N, carries 0.1001; number 48, H, carries 0.1406; number 49, H, carries 0.1052; number 50, H, carries 0.1145; number 51, H, carries 0.1111; number 52, H, carries 0.0977; number 53, H, carries 0.1379; number 54, Cl, carries 0.5809; number 55, C, carries -0.9855; number 56, Cl, carries 0.5861; number 57, C, carries -0.7868; number 58, O, carries -0.0113; number 59, O, carries -0.1586; number 60, H, carries 0.0432; number 61, N, carries 0.0017; number 62, C, carries -0.1225; number 63, C, carries -0.1103; number 64, C, carries -0.1949; number 65, N, carries 0.0330; number 66, H, carries 0.0757; number 67, H, carries 0.1094; number 68, H, carries 0.0708; number 69, H, carries 0.0839



2.
ORCA calculation (wB97M-V/def2-TZVPD) on C26H22BrN3O2OsS5Se as an isolated structure.

XYZ file:
```
61
C26H22BrN3O2OsS5Se | the OMol25 dataset | wB97M-V/def2-TZVPD
Os 0.01436 -0.36698 -0.41609
C 3.61475 1.79673 1.74559
C 2.84553 2.79999 0.89247
S 1.86990 2.17484 -0.48356
C 3.06983 1.40847 -1.58365
C 3.58230 0.01785 -1.21249
S 2.32187 -1.19692 -0.71827
C 3.05830 -1.90450 0.77320
C 3.57769 -1.00533 1.89660
S 2.59418 0.43448 2.37816
H 4.04657 2.33471 2.59141
H 4.45334 1.38616 1.18553
H 3.53314 3.56848 0.53096
H 2.10829 3.32009 1.50915
H 3.93250 2.06881 -1.70000
H 2.56739 1.37736 -2.54997
H 4.30207 0.07386 -0.39936
H 4.09850 -0.40451 -2.07620
H 3.88313 -2.53356 0.43091
H 2.29171 -2.58230 1.14286
H 4.58910 -0.66089 1.68133
H 3.67041 -1.64115 2.77885
S -0.13630 -1.75503 1.35966
C -1.86550 -1.97562 1.62296
C -2.30644 -2.75358 2.68377
C -3.66476 -2.86312 2.95476
C -4.08263 -3.64754 4.07933
N -4.37750 -4.27364 4.99654
C -4.58954 -2.19019 2.14621
C -4.14447 -1.44262 1.06395
C -2.78688 -1.34013 0.79138
S -2.24279 -0.41833 -0.60710
C -5.99550 -2.25059 2.42043
N -7.12796 -2.28207 2.61183
H -1.59368 -3.25903 3.32210
H -4.86749 -0.93287 0.44060
Se -1.15924 2.12467 1.06517
C -2.32604 1.51661 2.41798
C -1.87713 0.72857 3.47207
C -2.79929 0.31421 4.42324
N -4.09515 0.60493 4.37508
C -4.51574 1.35784 3.36052
C -3.67906 1.85140 2.37232
H -0.83982 0.42713 3.53888
H -2.47620 -0.29588 5.26068
H -5.57704 1.58165 3.33367
H -4.07424 2.47258 1.58015
Br 2.57634 -1.88433 -4.63441
C 1.62929 -0.36829 -5.26710
C 1.96977 0.09967 -6.52942
C 1.38114 1.25027 -7.02231
C 0.46821 1.95453 -6.24805
C 0.14196 1.48970 -4.98888
C 0.69575 0.31120 -4.48596
C 0.26574 -0.13361 -3.12255
O 0.08219 0.79354 -2.25121
O 0.16074 -1.32727 -2.81874
H 2.70162 -0.43918 -7.11479
H 1.64787 1.60167 -8.01039
H 0.01613 2.86182 -6.62500
H -0.56124 2.02523 -4.36481
```

Values from the calculation:
Calculated total energy = -227916.21277 eV
Energy relative to the best compared isomer or geometry (same formula, charge and spin) = 0.0 kcal/mol
Maximum force = 0.58 eV/Å
E_LUMO (spin up / spin down) = -0.07 / -2.59 eV
2S+1 = 5
Orbital gap (spin up / spin down) = 7.7599 / 5.8177 eV

The computed Löwdin charges, all in e, follow: number 1, Os, carries 0.7494; number 2, C, carries -0.5206; number 3, C, carries -0.5266; number 4, S, carries 0.7962; number 5, C, carries -0.4884; number 6, C, carries -0.4444; number 7, S, carries 0.8000; number 8, C, carries -0.5195; number 9, C, carries -0.5214; number 10, S, carries 0.8446; number 11, H, carries 0.0762; number 12, H, carries 0.0602; number 13, H, carries 0.0830; number 14, H, carries 0.0679; number 15, H, carries 0.0933; number 16, H, carries 0.0626; number 17, H, carries 0.0563; number 18, H, carries 0.0704; number 19, H, carries 0.0886; number 20, H, carries 0.0182; number 21, H, carries 0.0694; number 22, H, carries 0.0776; number 23, S, carries 0.5917; number 24, C, carries -0.6332; number 25, C, carries -0.0510; number 26, C, carries -0.1829; number 27, C, carries -0.1700; number 28, N, carries 0.1789; number 29, C, carries -0.1824; number 30, C, carries -0.0446; number 31, C, carries -0.6366; number 32, S, carries 0.6177; number 33, C, carries -0.1716; number 34, N, carries 0.1800; number 35, H, carries 0.1241; number 36, H, carries 0.1273; number 37, Se, carries 0.7835; number 38, C, carries -0.6611; number 39, C, carries -0.1136; number 40, C, carries -0.1417; number 41, N, carries 0.0786; number 42, C, carries -0.1436; number 43, C, carries -0.1145; number 44, H, carries 0.0906; number 45, H, carries 0.1127; number 46, H, carries 0.1106; number 47, H, carries 0.1006; number 48, Br, carries 0.8152; number 49, C, carries -0.5894; number 50, C, carries -0.1309; number 51, C, carries -0.0746; number 52, C, carries -0.0679; number 53, C, carries -0.0133; number 54, C, carries -0.1679; number 55, C, carries -0.6827; number 56, O, carries -0.2745; number 57, O, carries -0.0913; number 58, H, carries 0.0967; number 59, H, carries 0.1075; number 60, H, carries 0.1066; number 61, H, carries 0.1238



3.
ORCA calculation (wB97M-V/def2-TZVPD) on C26H22CdN8O2S2Se2 as an isolated structure at a distorted geometry.

XYZ file:
```
63
C26H22CdN8O2S2Se2 | the OMol25 dataset | wB97M-V/def2-TZVPD
Cd 11.25688 10.18157 10.33978
N 14.93966 12.54822 7.88445
C 13.64333 12.75854 8.36727
S 12.57668 13.63439 7.34723
N 13.45161 12.27610 9.54499
N 12.19334 12.31020 10.13371
C 11.54069 13.36510 10.35515
C 10.18738 13.54934 10.94467
C 9.70816 14.84597 10.96017
C 8.43129 15.23132 11.32698
C 7.52572 14.24218 11.69145
C 7.97916 12.88380 11.70842
C 9.28914 12.49832 11.26099
O 9.60812 11.23039 11.31979
H 14.90291 12.66648 6.92332
H 15.23468 11.68331 8.23656
H 11.92465 14.26812 9.97309
H 10.43602 15.64977 10.63588
H 8.07954 16.27177 11.25993
H 6.49375 14.39197 11.86029
H 7.33075 12.08858 11.95318
N 11.54797 10.08596 6.01318
C 11.51743 9.45849 7.26164
S 10.07410 9.53824 8.15172
N 12.70947 9.07334 7.65355
N 12.63435 8.66158 8.98676
C 13.47706 7.76380 9.35972
C 13.49957 7.22829 10.73184
C 14.52931 6.25115 10.96042
C 14.63991 5.73155 12.24769
C 13.79239 6.06483 13.25202
C 12.76608 6.92969 13.02810
C 12.58472 7.46926 11.72924
O 11.61234 8.28511 11.49094
H 10.88928 10.86163 5.96039
H 12.52057 10.35219 5.81620
H 14.15050 7.34853 8.58620
H 15.10686 5.80867 10.09896
H 15.35387 4.92535 12.38312
H 13.92648 5.44822 14.14487
H 11.96617 7.12006 13.73384
Se 4.83824 10.66092 11.63252
Se 3.97741 11.01042 9.49694
C 5.23316 12.26038 8.58426
C 6.56390 12.35721 9.09020
C 7.41637 13.09837 8.27198
C 6.92125 13.70377 7.13302
C 5.60840 13.63417 6.81262
N 4.72875 12.95054 7.54103
C 5.94103 9.08375 11.34794
C 7.28208 9.04328 10.86412
C 7.92004 7.81276 10.72436
C 7.26902 6.68579 11.14664
C 5.97348 6.75412 11.62871
N 5.34122 7.95600 11.70329
H 6.88109 11.79851 9.92175
H 8.48063 13.06187 8.47482
H 7.66442 14.18713 6.47698
H 5.15186 14.12478 5.94772
H 7.80358 9.97630 10.69347
H 8.93754 7.69213 10.26419
H 7.68260 5.70248 11.12745
H 5.39357 5.92902 11.96963
```

Values from the calculation:
Calculated total energy = -200263.22570 eV
Energy relative to the best compared isomer or geometry (same formula, charge and spin) = 19.3 kcal/mol
Maximum force = 4.56 eV/Å
E_LUMO = 3.92 eV
Net charge = -2
Orbital gap = 5.9913 eV

The computed Löwdin charges, all in e, follow: number 1, Cd, carries 1.2827; number 2, N, carries 0.0254; number 3, C, carries -1.0104; number 4, S, carries 0.3620; number 5, N, carries -0.0543; number 6, N, carries -0.1155; number 7, C, carries -0.1579; number 8, C, carries -0.1544; number 9, C, carries -0.0906; number 10, C, carries -0.1416; number 11, C, carries -0.0938; number 12, C, carries -0.0567; number 13, C, carries -0.3948; number 14, O, carries -0.2507; number 15, H, carries -0.0041; number 16, H, carries 0.0430; number 17, H, carries 0.0595; number 18, H, carries 0.1228; number 19, H, carries 0.0879; number 20, H, carries 0.0790; number 21, H, carries 0.0293; number 22, N, carries 0.0083; number 23, C, carries -0.9838; number 24, S, carries 0.4571; number 25, N, carries -0.0454; number 26, N, carries -0.1317; number 27, C, carries -0.1108; number 28, C, carries -0.1680; number 29, C, carries -0.0560; number 30, C, carries -0.1816; number 31, C, carries -0.1585; number 32, C, carries -0.0324; number 33, C, carries -0.4376; number 34, O, carries -0.2299; number 35, H, carries 0.0439; number 36, H, carries 0.0685; number 37, H, carries 0.1090; number 38, H, carries 0.1092; number 39, H, carries 0.0768; number 40, H, carries 0.0947; number 41, H, carries 0.1039; number 42, Se, carries 0.6061; number 43, Se, carries 0.5705; number 44, C, carries -0.5884; number 45, C, carries -0.0840; number 46, C, carries -0.0347; number 47, C, carries -0.0881; number 48, C, carries -0.1916; number 49, N, carries 0.0146; number 50, C, carries -0.6422; number 51, C, carries -0.0545; number 52, C, carries -0.0610; number 53, C, carries -0.0862; number 54, C, carries -0.1379; number 55, N, carries -0.0089; number 56, H, carries 0.0199; number 57, H, carries 0.1169; number 58, H, carries 0.1143; number 59, H, carries 0.1010; number 60, H, carries 0.0606; number 61, H, carries 0.0960; number 62, H, carries 0.0918; number 63, H, carries 0.0835